# 1
The following is a quantum chemistry calculation of a 10-piece molecular cluster, C4H25O11S overall, from the OMol25 dataset.

- <S²>: 0.754
- Spin multiplicity: 2
- Orbital gap (spin up / spin down): 8.7 / 3.0 eV
- E_HOMO (spin up / spin down): -9.78 / -9.77 eV

Positions of all 41 atoms, in Å:
1 O -1.8417 1.9268 0.5220
2 C -1.6472 0.7359 0.4429
3 O -1.8204 0.0158 1.4540
4 C -1.1490 0.0396 -0.9456
5 C -2.2400 -0.0486 -1.8819
6 C -2.0187 -0.7673 -3.2424
7 S -0.5110 -0.4642 -4.0970
8 H -0.8170 -0.9542 -0.7732
9 H -0.4194 0.7404 -1.3424
10 H -3.1946 -0.4505 -1.3991
11 H -2.4258 1.0185 -2.1989
12 H -2.0291 -1.8842 -2.9295
13 H -2.7453 -0.3759 -3.8980
14 H 0.3415 -0.3779 -3.1568
15 H 0.2834 1.3695 2.5946
16 H -0.3090 2.4413 1.8726
17 O 0.5283 2.2170 2.4270
18 H 2.0804 1.1462 2.6599
19 H 1.8787 -0.3388 2.5862
20 O 2.5352 0.3362 2.7534
21 H -0.5865 -3.3036 1.0696
22 H 0.8426 -3.2143 0.3942
23 O 0.3910 -3.5015 1.2032
24 H 3.4935 -2.8162 -0.6756
25 H 2.6306 -1.4209 -0.4752
26 O 2.6021 -2.4562 -0.4049
27 H 2.4457 0.2242 1.0116
28 H 2.3583 1.0707 -0.2227
29 O 2.5466 0.1576 0.0691
30 H -0.8777 3.0021 -0.7091
31 H 0.0642 3.8242 0.1282
32 O -0.0216 3.4894 -0.7719
33 H 2.3100 3.0932 0.4744
34 H 1.5688 3.1501 -0.8269
35 O 2.4381 3.0324 -0.4610
36 H -2.6134 -2.7544 0.2419
37 H -2.3171 -1.5511 1.2058
38 O -2.0481 -2.5002 0.9016
39 H -0.4726 -0.7107 1.7705
40 H 0.5189 -2.0406 2.1954
41 O 0.2470 -1.0998 2.4341


# 2
The following is a quantum chemistry calculation of a 2-piece molecular cluster, C6H8 overall, from the OMol25 dataset.

- Orbital gap: 8.5 eV
- E_HOMO: -7.62 eV
- ΔE to the lowest compared entry with this formula, charge and spin: 139.0 kcal/mol

Positions of all 14 atoms, in Å:
1 C 0.9010 -1.2326 0.6963
2 C 1.2518 -0.2014 -0.0894
3 C -2.2574 0.3521 0.4325
4 C -1.9901 -0.4042 -0.6034
5 C 0.2502 -1.0995 -0.5735
6 C 1.9376 1.0847 -0.0700
7 H 0.9563 -1.7701 1.5294
8 H -3.1748 0.8891 0.4922
9 H -1.7147 0.2010 1.3508
10 H -2.7142 -0.2373 -1.4083
11 H 0.1610 -1.6663 -1.5457
12 H 1.1629 1.8209 -0.1455
13 H 2.6393 1.2730 -0.9873
14 H 2.5911 0.9905 0.9219


# 3
The following is a quantum chemistry calculation of a 2-piece molecular cluster, C2H3NS overall, from the OMol25 dataset.

- Orbital gap: 9.5 eV
- E_HOMO: -8.96 eV
- ΔE to the lowest compared entry with this formula, charge and spin: 72.8 kcal/mol

Positions of all 7 atoms, in Å:
1 C 2.4749 -0.6873 1.5568
2 C -0.3513 -0.0660 0.1365
3 N 0.8519 -0.4316 0.1555
4 S 2.9280 -2.1540 1.6099
5 H -1.0166 -0.4955 0.8734
6 H -0.7878 0.6680 -0.5445
7 H 1.4728 -0.0105 -0.5328


# 4
The following is a quantum chemistry calculation of a single C4H6S molecule, from the OMol25 dataset.

- Orbital gap: 8.4 eV
- E_HOMO: -8.77 eV
- ΔE to the lowest compared entry with this formula, charge and spin: 28.2 kcal/mol
- SMILES: C=CCC=S

Positions of all 11 atoms, in Å:
1 C 1.0388 -1.1506 0.0294
2 C 0.8776 0.0100 -0.5158
3 C -0.2099 0.9716 -0.1192
4 C -1.3124 0.2247 0.5152
5 S -2.5409 -0.4801 -0.3642
6 H 0.3597 -1.5352 0.7854
7 H 1.8754 -1.8573 -0.2633
8 H 1.6199 0.4108 -1.2635
9 H 0.2503 1.7421 0.6138
10 H -0.5837 1.5855 -1.0303
11 H -1.3747 0.0784 1.6124


# 5
The following is a quantum chemistry calculation of a 2-piece molecular cluster, C6H15IOSi overall, from the OMol25 dataset.

- <S²>: 2.009
- Spin multiplicity: 3
- Orbital gap (spin up / spin down): 7.0 / 8.8 eV
- E_HOMO (spin up / spin down): -6.44 / -9.57 eV

Positions of all 24 atoms, in Å:
1 C -2.9175 0.8695 -0.2279
2 C 2.1752 -1.7227 0.6769
3 C -0.2134 -1.6237 -1.2278
4 C 1.9721 0.6651 -0.5570
5 C -1.8047 1.8285 0.0076
6 C -0.3702 0.1241 1.3029
7 O 0.0217 0.8582 2.3897
8 Si 0.8149 -0.6471 -0.0040
9 I -0.9679 2.6506 -1.7398
10 H -3.2677 0.3813 0.7270
11 H -3.6619 1.4082 -0.7225
12 H -2.7297 0.0316 -0.8361
13 H 1.9911 -2.7814 0.8179
14 H 3.1795 -1.5584 0.0878
15 H 2.7109 -1.2555 1.6257
16 H 0.2329 -2.7194 -1.2581
17 H -1.2366 -1.8314 -0.9987
18 H -0.1948 -1.3767 -2.2412
19 H 1.4657 1.5603 -1.1427
20 H 2.6383 0.9244 0.2998
21 H 2.6491 0.3383 -1.2788
22 H -1.8750 2.7295 0.7067
23 H -1.3864 -0.3058 1.3458
24 H 0.7742 1.4524 2.2467


# 6
The following is a quantum chemistry calculation of C6H20IN4O6 as an isolated structure, from the OMol25 dataset.

- Orbital gap: 8.4 eV
- E_HOMO: -5.81 eV
- Net charge: -1
- ΔE to the lowest compared entry with this formula, charge and spin: 130.6 kcal/mol

Positions of all 37 atoms, in Å:
1 I 22.2157 -10.5790 -27.6777
2 C 22.9666 -13.3215 -26.4194
3 C 23.2865 -14.6120 -27.1462
4 O 22.3894 -15.6164 -26.9052
5 O 21.6141 -12.8634 -26.5362
6 H 23.6844 -12.5606 -26.7257
7 H 23.1036 -13.4648 -25.3476
8 H 24.2630 -14.9968 -26.8523
9 H 23.3090 -14.3981 -28.2147
10 H 21.5138 -15.4010 -27.2347
11 H 21.7108 -11.9651 -26.8606
12 C 23.7611 -10.7062 -24.6491
13 C 22.3309 -10.7983 -24.0673
14 O 21.5058 -9.9017 -24.8750
15 O 24.3462 -9.5010 -24.3402
16 H 23.7396 -10.8888 -25.7235
17 H 24.3390 -11.4653 -24.1220
18 H 22.2897 -10.4022 -23.0526
19 H 21.9758 -11.8204 -24.1994
20 H 21.7657 -10.1234 -25.7721
21 H 23.8697 -8.8795 -24.8954
22 C 18.8340 -10.9982 -28.4276
23 O 17.6668 -11.4887 -28.3242
24 N 19.4276 -10.4425 -27.4397
25 N 19.5737 -10.9798 -29.4453
26 H 18.7563 -10.2251 -26.7170
27 H 20.3200 -9.9921 -27.5839
28 H 19.3107 -11.2434 -30.3841
29 H 20.5686 -10.8913 -29.2959
30 C 25.7346 -11.3313 -28.2759
31 O 26.9152 -11.6317 -27.9759
32 N 25.4439 -10.2028 -28.7130
33 N 24.7069 -12.0918 -27.9190
34 H 24.4518 -10.0918 -28.8665
35 H 26.1783 -9.5500 -28.9464
36 H 24.8102 -13.0945 -27.9838
37 H 23.8795 -11.5171 -27.9898


# 7
The following is a quantum chemistry calculation of a single C4H5NO2 molecule, from the OMol25 dataset.

- Orbital gap: 10.5 eV
- E_HOMO: -10.11 eV
- ΔE to the lowest compared entry with this formula, charge and spin: 48.7 kcal/mol
- SMILES: O=C[C@H]1CN1C=O

Positions of all 12 atoms, in Å:
1 O 2.1822 -1.2097 -0.3384
2 C 1.4524 -0.2849 -0.5941
3 C 0.6944 0.4916 0.4610
4 C -0.5379 1.2093 0.0308
5 N -0.6360 0.0118 0.8236
6 C -1.1873 -1.1502 0.2677
7 O -1.9399 -1.1627 -0.6763
8 H 1.2889 0.0401 -1.6416
9 H 1.2833 0.8616 1.2992
10 H -0.8497 1.1216 -1.0106
11 H -0.8340 2.1232 0.5370
12 H -0.9165 -2.0517 0.8418


# 8
The following is a quantum chemistry calculation of C2H3B4F16NNi as an isolated structure, from the OMol25 dataset.

- <S²>: 2.002
- Spin multiplicity: 3
- Orbital gap (spin up / spin down): 10.2 / 10.2 eV
- E_HOMO (spin up / spin down): -5.57 / -5.57 eV
- Net charge: -2
- ΔE to the lowest compared entry with this formula, charge and spin: 0.0 kcal/mol

Positions of all 27 atoms, in Å:
1 Ni -0.0798 -0.6352 0.1995
2 B -2.5119 0.2861 -1.0724
3 F -1.3264 0.9772 -1.4121
4 F -3.3629 1.1695 -0.3616
5 F -3.1404 -0.2283 -2.1753
6 F -2.1055 -0.7298 -0.1431
7 B -0.7264 -2.4299 2.2191
8 F -0.8876 -1.0005 2.2648
9 F -0.0174 -2.6392 0.9966
10 F 0.0275 -2.8766 3.2945
11 F -1.9737 -3.0353 2.2149
12 B 2.4767 -0.2325 0.1536
13 F 3.5757 0.4650 0.6393
14 F 2.8558 -1.3587 -0.5386
15 F 1.6911 -0.6162 1.2959
16 F 1.5528 0.5271 -0.6368
17 B 0.1219 -1.6652 -3.0323
18 F 1.1269 -2.6074 -3.3620
19 F -0.0157 -1.7037 -1.5904
20 F 0.5050 -0.4061 -3.4756
21 F -1.0844 -2.0686 -3.6041
22 C 0.7917 3.9041 1.4094
23 C 0.1135 2.6205 1.2680
24 N -0.4187 1.6141 1.1606
25 H 0.1340 4.6785 1.0123
26 H 1.7001 3.9007 0.8124
27 H 0.9780 4.0906 2.4633